Computed, not measured: a structure of composition C29H39HoN12, with ωB97M-V/def2-TZVPD.

Positions of all 81 atoms, in Å:
Ho: -1.507 -0.071 -0.436
C: -0.283 1.559 -5.090
C: -0.539 0.811 -3.826
N: -1.405 0.982 -2.925
C: -2.219 2.227 -2.887
C: -2.307 2.915 -1.452
N: -2.933 2.056 -0.453
C: -3.955 2.469 0.448
C: -4.346 1.013 0.753
N: -3.055 0.390 1.280
C: -2.985 -1.083 1.059
C: -1.646 -1.781 1.524
N: -0.721 -1.669 0.454
C: 0.308 -2.082 -0.103
C: 1.100 -3.213 0.499
C: 0.660 -1.442 -1.431
C: 1.795 -2.019 -2.054
C: 2.162 -1.648 -3.337
C: 1.390 -0.713 -3.979
C: 0.299 -0.199 -3.277
N: -0.172 -0.446 -1.996
H: -1.203 2.025 -5.454
H: 0.066 0.888 -5.879
H: 0.468 2.333 -4.912
H: -3.231 1.986 -3.233
H: -1.818 2.989 -3.564
H: -2.880 3.842 -1.565
H: -1.297 3.176 -1.119
H: -3.663 1.434 -1.146
H: -4.778 3.010 -0.027
H: -3.577 3.010 1.319
H: -4.753 0.442 -0.094
H: -5.150 1.010 1.508
H: -3.587 0.473 2.106
H: -3.149 -1.298 -0.005
H: -3.807 -1.548 1.617
H: -1.853 -2.834 1.743
H: -1.271 -1.307 2.437
H: 0.689 -3.492 1.474
H: 2.141 -2.914 0.649
H: 1.047 -4.091 -0.152
H: 2.393 -2.781 -1.569
H: 3.024 -2.096 -3.823
H: 1.635 -0.398 -4.984
N: -1.726 -2.423 -2.744
C: -1.934 -3.747 -3.001
C: -2.136 -4.344 -1.780
C: -2.030 -3.293 -0.850
N: -1.780 -2.120 -1.437
H: -1.542 -1.675 -3.405
H: -1.919 -4.137 -4.009
H: -2.333 -5.388 -1.585
H: -2.125 -3.333 0.227
C: -0.392 0.351 2.971
C: 0.289 1.209 1.968
N: -0.004 1.251 0.684
C: 0.826 2.190 0.134
C: 1.646 2.730 1.093
N: 1.319 2.077 2.253
C: 1.927 2.308 3.549
N: 3.365 2.144 3.545
N: 4.147 3.159 3.967
N: 5.404 2.739 3.927
C: 5.406 1.442 3.491
C: 6.469 0.551 3.284
C: 6.179 -0.741 2.828
C: 4.861 -1.134 2.583
C: 3.788 -0.257 2.786
C: 4.102 1.028 3.243
H: -1.194 -0.226 2.499
H: -0.837 0.960 3.763
H: 0.312 -0.356 3.420
H: 0.785 2.430 -0.921
H: 2.417 3.487 1.041
H: 1.522 1.612 4.288
H: 1.680 3.333 3.848
H: 7.490 0.862 3.474
H: 6.991 -1.444 2.658
H: 4.663 -2.141 2.220
H: 2.771 -0.571 2.577
H: -3.495 -0.445 -0.689

Kohn-Sham gap (spin up / spin down), eV: 5.26 / 5.28
<S²>: 6.005
E_HOMO (spin up / spin down), eV: -12.19 / -12.20
Net charge: +2
F_max, eV/A: 11.34
Multiplicity: 5

***

Computed, not measured: a structure of composition C29H40BaNO8P3Sb, with ωB97M-V/def2-TZVPD.

Positions of all 83 atoms, in Å:
Ba: 0.802 -1.149 0.447
C: 4.431 -0.538 3.438
C: 3.548 -1.378 2.513
O: 3.976 -2.740 2.420
P: 3.990 -0.728 0.797
O: 3.856 0.840 0.917
O: 5.510 -0.974 0.494
O: 3.070 -1.179 -0.282
P: 1.737 -1.289 3.277
O: 1.305 0.164 2.602
O: 0.878 -2.288 2.547
O: 1.859 -1.203 4.735
H: 5.470 -0.535 3.100
H: 4.392 -0.973 4.438
H: 4.054 0.480 3.516
H: 3.944 -3.151 3.294
H: 4.621 1.410 1.083
H: 5.760 -1.816 0.080
H: 1.142 0.840 3.291
C: -1.922 -1.669 -2.340
C: -3.140 -2.117 -1.543
C: -2.752 -2.661 -0.177
C: -4.131 -0.961 -1.369
C: -4.780 -0.445 -2.668
O: -4.605 0.985 -2.598
C: -3.797 1.212 -1.531
N: -3.463 0.221 -0.815
C: -3.463 2.616 -1.253
C: -4.360 3.590 -1.691
C: -4.207 4.917 -1.334
C: -3.156 5.290 -0.513
C: -2.244 4.332 -0.101
C: -2.357 2.989 -0.475
P: -0.942 1.893 -0.035
C: -0.424 2.585 1.567
C: 0.873 3.014 1.835
C: 1.260 3.330 3.133
C: 0.361 3.216 4.183
C: -0.941 2.797 3.922
C: -1.326 2.485 2.628
C: 0.316 2.464 -1.234
C: 0.736 1.540 -2.184
C: 1.659 1.879 -3.169
C: 2.175 3.162 -3.213
C: 1.759 4.104 -2.278
C: 0.838 3.762 -1.305
H: -1.220 -2.485 -2.507
H: -1.411 -0.828 -1.810
H: -2.180 -1.262 -3.318
H: -3.636 -2.913 -2.112
H: -2.369 -1.855 0.478
H: -1.992 -3.445 -0.238
H: -3.612 -3.083 0.346
H: -4.893 -1.258 -0.640
H: -5.843 -0.662 -2.749
H: -4.278 -0.797 -3.571
H: -5.204 3.299 -2.301
H: -4.922 5.650 -1.681
H: -3.032 6.317 -0.195
H: -1.425 4.633 0.538
H: 1.611 3.082 1.046
H: 2.274 3.665 3.315
H: 0.661 3.457 5.194
H: -1.657 2.705 4.728
H: -2.342 2.145 2.460
H: 0.328 0.524 -2.211
H: 1.960 1.141 -3.901
H: 2.891 3.438 -3.976
H: 2.151 5.113 -2.315
H: 0.515 4.507 -0.593
C: -0.012 -5.024 -2.320
Sb: 0.993 -4.260 -0.581
C: 0.581 -5.913 0.701
C: 2.941 -4.952 -1.142
H: 0.351 -6.037 -2.497
H: 0.199 -4.408 -3.193
H: -1.090 -5.060 -2.169
H: 0.636 -6.843 0.138
H: -0.407 -5.810 1.145
H: 1.322 -5.907 1.499
H: 2.873 -5.995 -1.446
H: 3.615 -4.847 -0.292
H: 3.312 -4.354 -1.974

Kohn-Sham gap, eV: 8.70
E_HOMO, eV: -10.84
Net charge: +1
F_max, eV/A: 3.46
Multiplicity: 1
ΔE to the lowest compared entry with this formula, charge and spin, kcal per mole: 34.84

***

Computed, not measured: a structure of composition C29H40BrN2O7P2W, with ωB97M-V/def2-TZVPD.

Positions of all 82 atoms, in Å:
W: 0.078 0.557 0.454
C: 1.835 0.468 -0.817
C: 0.826 -0.279 -1.570
C: 0.621 -1.490 -0.811
C: 1.419 -1.389 0.351
C: 2.233 -0.218 0.370
C: 3.519 0.056 1.148
C: 4.634 0.260 0.106
C: 3.928 -1.149 2.000
C: 3.402 1.324 1.999
C: -0.125 -2.806 -1.081
C: -1.625 -2.681 -1.342
C: 0.571 -3.471 -2.284
C: 0.014 -3.770 0.109
C: 0.528 0.162 -3.006
C: -0.773 -0.366 -3.610
C: 0.480 1.694 -3.100
C: 1.722 -0.328 -3.845
H: 2.264 1.405 -1.136
H: 1.428 -2.130 1.131
H: 4.691 -0.589 -0.577
H: 5.593 0.359 0.615
H: 4.477 1.165 -0.482
H: 4.098 -2.027 1.372
H: 3.210 -1.429 2.771
H: 4.863 -0.920 2.510
H: 3.072 2.176 1.404
H: 4.373 1.572 2.431
H: 2.695 1.215 2.824
H: -1.881 -1.873 -2.014
H: -2.151 -2.516 -0.402
H: -1.992 -3.612 -1.778
H: 0.371 -2.937 -3.211
H: 0.192 -4.487 -2.400
H: 1.652 -3.526 -2.138
H: -0.396 -3.338 1.025
H: 1.047 -4.077 0.282
H: -0.560 -4.670 -0.110
H: -1.644 -0.035 -3.044
H: -0.784 -1.449 -3.691
H: -0.875 0.035 -4.620
H: -0.312 2.107 -2.472
H: 0.261 1.974 -4.131
H: 1.422 2.175 -2.838
H: 1.834 -1.411 -3.801
H: 2.652 0.124 -3.495
H: 1.580 -0.044 -4.889
O: 0.209 4.850 0.206
P: 0.231 3.828 1.401
O: 1.285 3.974 2.392
O: 0.237 2.440 0.623
O: -1.258 3.953 1.975
P: -2.107 2.903 2.853
O: -1.044 2.286 3.871
O: -3.308 3.475 3.424
O: -2.194 1.767 1.780
H: 0.648 5.683 0.424
H: -0.801 2.881 4.593
Br: -5.504 1.906 -4.191
C: -4.408 1.328 -2.766
C: -4.629 0.086 -2.192
C: -3.812 -0.347 -1.159
C: -2.769 0.447 -0.699
C: -2.597 1.713 -1.256
C: -3.402 2.155 -2.293
N: -1.913 -0.002 0.371
C: -2.465 0.285 1.634
C: -1.642 -0.357 2.699
C: -2.115 -0.829 3.903
C: -1.199 -1.276 4.842
C: 0.156 -1.194 4.548
C: 0.547 -0.703 3.322
N: -0.333 -0.318 2.389
H: -5.432 -0.541 -2.555
H: -3.985 -1.316 -0.712
H: -1.838 2.376 -0.863
H: -3.258 3.138 -2.720
H: -3.544 0.184 1.739
H: -3.177 -0.825 4.103
H: -1.533 -1.659 5.796
H: 0.906 -1.502 5.261
H: 1.583 -0.599 3.048

Kohn-Sham gap (spin up / spin down), eV: 7.04 / 7.04
E_HOMO (spin up / spin down), eV: -11.02 / -11.02
Net charge: +1
F_max, eV/A: 0.42
Multiplicity: 1
ΔE to the lowest compared entry with this formula, charge and spin, kcal per mole: 40.29